# 1
C24H35N2 | ωB97M-V/def2-TZVPD

Geometry as XYZ:
```
61
Properties=species:S:1:pos:R:3
C 3.49 -0.58 2.86
C 2.62 -1.57 3.61
C 1.17 -1.60 3.12
N 0.57 -0.30 2.85
C -0.78 -0.25 2.57
C -1.50 0.97 2.46
C -2.97 0.97 2.84
C -3.61 -0.37 3.26
C -2.98 -1.54 2.52
C -1.47 -1.57 2.77
C 1.40 0.75 2.29
C 2.82 0.79 2.85
H 4.47 -0.50 3.35
H 3.66 -0.92 1.83
H 3.03 -2.58 3.51
H 2.63 -1.33 4.69
H 1.15 -2.21 2.20
H 0.61 -2.15 3.88
H -0.94 1.82 2.88
H -3.05 1.66 3.69
H -3.67 1.36 2.08
H -3.51 -0.52 4.35
H -4.68 -0.35 3.03
H -3.41 -2.49 2.88
H -3.17 -1.48 1.44
H -1.02 -2.34 2.12
H -1.33 -1.88 3.82
H 1.45 0.61 1.19
H 0.94 1.73 2.46
H 2.78 1.19 3.88
H 3.39 1.50 2.24
C -3.34 4.33 -4.00
C -3.94 2.93 -4.24
C -3.39 2.02 -3.13
N -2.67 2.88 -2.20
C -2.20 2.37 -1.05
C -1.45 3.09 -0.11
C -1.49 2.91 1.30
C -0.82 3.97 2.11
C -1.25 4.19 3.44
C -0.80 5.29 4.18
C 0.07 6.22 3.62
C 0.51 6.02 2.30
C 0.11 4.90 1.57
C -2.58 4.27 -2.65
H -2.65 4.59 -4.81
H -4.13 5.09 -3.97
H -5.03 2.96 -4.18
H -3.66 2.54 -5.22
H -4.20 1.49 -2.61
H -2.72 1.26 -3.55
H -2.46 1.32 -0.85
H -0.97 4.01 -0.46
H -2.54 2.76 1.67
H -2.00 3.53 3.88
H -1.15 5.41 5.21
H 0.42 7.08 4.19
H 1.18 6.76 1.84
H 0.47 4.80 0.54
H -1.54 4.60 -2.80
H -3.03 4.98 -1.93
```

## Properties
total charge = +1
gap between HOMO and LUMO = 0.229 hartree
electronic energy = -28427.51842 eV
relative energy (zero: lowest compared OMol25 entry of this formula, charge and spin) = 35.60 kcal per mole
HOMO = -10.15 eV

Atomic partial charges in e from the Mulliken method, atoms 1 to 6: C -0.7156; C -0.8621; C -0.6928; N 0.1120; C 0.6060; C 0.6080


# 2
C14H20Cl5F3NO15V | ωB97M-V/def2-TZVPD

Geometry as XYZ:
```
59
Properties=species:S:1:pos:R:3
V 1.44 -4.21 1.20
Cl -0.03 -1.63 0.25
O 1.37 -1.92 0.24
O -0.70 -2.85 0.42
O -0.32 -0.81 1.36
O -0.26 -0.92 -0.95
C -1.56 1.05 -3.50
N -2.72 2.01 -3.58
O -2.49 3.13 -3.16
O -3.80 1.66 -4.05
H -1.37 0.63 -4.49
H -1.70 0.35 -2.67
H -0.63 1.53 -3.17
C 3.55 -0.69 -2.51
C 2.54 0.38 -2.84
O 1.83 -0.19 -3.87
C 2.05 -1.51 -3.96
O 1.43 -2.25 -4.71
O 3.10 -1.90 -3.15
F 3.17 1.45 -3.23
H 3.63 -0.85 -1.43
H 4.54 -0.48 -2.89
H 1.93 0.59 -1.97
C 1.90 1.94 2.51
C 2.09 1.75 0.98
O 3.05 0.75 0.92
C 3.28 0.18 2.12
O 3.98 -0.82 2.29
O 2.69 0.87 3.04
F 2.51 2.91 0.43
H 0.86 1.79 2.81
H 2.13 2.91 2.95
H 1.13 1.46 0.55
C -2.46 2.06 0.19
C -2.73 2.20 1.64
O -1.88 3.32 2.09
C -1.02 3.62 1.09
O -0.18 4.51 1.04
O -1.16 2.68 0.12
F -2.32 1.12 2.32
H -3.17 2.55 -0.48
H -2.39 1.02 -0.13
H -3.80 2.38 1.79
Cl -2.71 -4.80 -4.05
C -2.65 -3.98 -2.46
C -2.44 -2.52 -2.67
Cl -3.79 -1.79 -3.64
H -1.81 -4.41 -1.90
H -3.54 -4.20 -1.88
H -1.49 -2.40 -3.18
H -2.46 -1.99 -1.71
Cl -1.42 0.12 5.34
C -0.01 -0.99 5.13
C 1.03 -0.76 6.30
Cl 1.48 0.98 6.34
H 0.30 -0.86 4.10
H -0.47 -1.98 5.12
H 1.97 -1.30 6.32
H 0.47 -0.90 7.22
```

## Properties
total charge = +1
gap between HOMO and LUMO (spin up / spin down) = 0.123 / 0.149 hartree
electronic energy = -143474.53116 eV
relative energy (zero: lowest compared OMol25 entry of this formula, charge and spin) = 17.29 kcal per mole
multiplicity = 4
HOMO (spin up / spin down) = -12.74 / -12.74 eV

Atomic partial charges in e from the Mulliken method, atoms 1 to 6: V 1.4499; Cl 1.8866; O -0.5695; O -0.8261; O -0.4790; O -0.4697


# 3
C2H6N2O3 | ωB97M-V/def2-TZVPD

Geometry as XYZ:
```
13
Properties=species:S:1:pos:R:3
C 0.51 0.81 -0.18
N -1.29 -0.85 -0.15
N 1.46 -0.11 -0.45
C -0.89 0.41 0.13
O -2.56 -1.22 0.25
O 1.51 -1.26 0.44
O -1.70 1.24 0.56
H -2.94 -0.36 0.53
H 1.48 -0.91 1.35
H -0.66 -1.63 -0.24
H 2.32 0.41 -0.84
H 0.71 1.85 -0.02
H 2.04 1.63 -1.40
```

## Properties
gap between HOMO and LUMO (spin up / spin down) = 0.250 / 0.306 hartree
electronic energy = -11286.40403 eV
relative energy (zero: lowest compared OMol25 entry of this formula, charge and spin) = 205.77 kcal per mole
HOMO (spin up / spin down) = -8.46 / -9.50 eV

Atomic partial charges in e from the Mulliken method, atoms 1 to 6: C -0.4204; N -0.0686; N -0.0992; C 0.5497; O -0.4093; O -0.4549